Version A
Computed, not measured: 6 unconnected molecules or ions with the total composition C2H14O6, with ωB97M-V with the def2-TZVPD basis set.

Last column: Mulliken charge in e.
Cartesian coordinates (Å):
C: 0.6611 -1.9840 0.9782  -1.081
C: 1.1512 -1.0651 0.1436  0.375
O: 0.2543 -0.9361 -0.9253  -0.398
H: 1.1828 -2.0753 1.9136  0.255
H: -0.1857 -2.5721 0.7062  0.421
H: 2.0130 -0.4305 -0.0029  0.113
H: 0.4366 -0.1649 -1.4759  0.264
H: 0.2576 2.9640 -1.8659  0.290
H: -0.9626 1.9260 -2.0399  0.385
O: -0.0478 2.0680 -1.7211  -0.634
H: -1.6996 -0.1442 -2.6996  0.302
H: -2.9992 0.2584 -2.1096  0.301
O: -2.1943 0.6539 -2.4654  -0.669
H: -3.3769 -0.8943 -0.1689  0.288
H: -1.9284 -1.0964 0.4570  0.272
O: -2.4440 -1.0137 -0.3681  -0.558
H: -0.3417 -0.1952 1.8414  0.385
H: -0.1034 0.8352 3.0819  0.290
O: 0.0579 -0.0271 2.6913  -0.614
H: 2.6195 0.8980 2.3236  0.333
H: 3.3555 0.9834 0.9999  0.321
O: 3.2361 1.4516 1.8314  -0.638

Calculated values
Multiplicity: 1
Lowest unoccupied orbital energy in eV: 0.350
Charge: 0
E_HOMO in Ha: -0.330
Orbital gap in eV: 9.327

Version B
Computed, not measured: 6 unconnected molecules or ions with the total composition C2H14O6, with ωB97M-V with the def2-TZVPD basis set.

Last column: Mulliken charge in e.
Cartesian coordinates (Å):
C: 3.1915 -0.6174 2.0619  -0.748
C: 2.9022 -1.4528 1.0941  0.081
O: 3.0359 -1.1701 -0.2590  -0.515
H: 2.9376 -0.7585 3.1127  0.226
H: 3.4917 0.4216 1.9826  0.269
H: 2.3338 -2.3834 1.0159  0.368
H: 3.3733 -0.2365 -0.2020  0.316
H: -4.8713 -0.6317 2.8731  0.312
H: -4.6159 0.5102 2.0152  0.314
O: -4.1125 -0.1851 2.4704  -0.624
H: 1.6666 1.3461 -0.2741  0.322
H: 2.0591 2.1956 0.9407  0.333
O: 2.3034 2.0110 0.0245  -0.642
H: -1.0765 -0.4590 -0.9391  0.296
H: -1.9794 0.7166 -0.6277  0.334
O: -1.9799 -0.1253 -1.1070  -0.663
H: 1.1148 -0.7315 -1.1842  0.364
H: 1.0828 -0.6520 -2.7041  0.290
O: 0.5384 -0.5016 -1.9239  -0.660
H: -4.7588 1.0949 -1.3522  0.295
H: -3.4524 0.6479 -1.9803  0.396
O: -4.0232 1.4321 -1.8795  -0.665

Calculated values
Multiplicity: 1
Lowest unoccupied orbital energy in eV: 0.362
Charge: 0
E_HOMO in Ha: -0.362
Orbital gap in eV: 10.226

Here is how they stack up, most stable first: version B, version A.

Version A
Computed, not measured: a gas-phase ion, C8H16N3O (charge +1), with ωB97M-V with the def2-TZVPD basis set.

Last column: Mulliken charge in e.
Cartesian coordinates (Å):
C: 0.1070 0.2352 1.0217  -0.691
C: -1.1189 0.7584 0.7450  0.800
C: 1.4228 0.3277 0.2575  0.482
C: -2.8336 1.7404 -0.9950  -1.979
C: -2.2569 0.4708 1.6564  -1.763
C: 0.6301 -2.7104 -0.5537  -0.801
C: 3.3505 -0.9731 -0.3202  -1.075
C: -1.4214 1.6232 -0.4353  0.895
N: 1.2697 -1.9617 0.5000  -0.483
N: 2.0528 -0.8615 0.2730  0.237
N: -0.5650 2.4119 -0.9799  -0.194
O: 1.8699 1.3404 -0.3150  -0.751
H: 0.1198 -0.3243 1.8292  0.624
H: -3.2700 0.8299 -0.9299  0.497
H: -2.8356 2.2782 -1.9406  0.443
H: -3.2909 2.5034 -0.5207  0.585
H: -1.9077 0.9013 2.5303  0.494
H: -3.0914 1.0450 1.3077  0.490
H: -2.4231 -0.6075 1.6330  0.342
H: 0.4238 -1.8865 -1.3048  0.292
H: 1.2175 -3.4420 -0.9423  0.374
H: -0.2837 -3.1034 0.0465  0.240
H: 3.3072 -1.6111 -1.1376  0.432
H: 3.9824 -0.0679 -0.3722  0.316
H: 4.0799 -1.5895 0.2398  0.383
H: 0.4195 2.1990 -0.5981  0.316
H: -0.8144 3.0540 -1.7130  0.239
H: 1.8596 -2.5795 1.0179  0.256

Calculated values
Multiplicity: 1
Lowest unoccupied orbital energy in eV: -4.454
Charge: +1
E_HOMO in Ha: -0.464
Orbital gap in eV: 8.165

Version B
Computed, not measured: 2 unconnected molecules or ions with the total composition C8H16N3O, with ωB97M-V with the def2-TZVPD basis set.

Last column: Mulliken charge in e.
Cartesian coordinates (Å):
C: 0.9981 0.3819 1.4645  0.306
C: -0.4238 0.5325 1.4132  0.515
C: 0.4017 0.6534 -0.6139  -0.824
C: 1.8975 0.2305 2.5995  -1.662
C: -2.2477 2.6623 -0.4805  -1.319
C: 0.6313 -2.4776 -0.2627  -1.096
C: -2.0211 1.1279 -0.3326  -0.429
C: 0.1129 -1.8179 -1.4565  0.389
N: 1.4306 0.5365 0.2246  0.249
N: -0.6999 0.8689 0.1056  0.449
N: 0.7686 -1.7546 -2.6068  -0.277
O: -1.2424 0.3949 2.3508  -0.746
H: 0.6101 1.1004 -1.5851  0.335
H: 1.4648 -0.2529 3.4322  0.416
H: 2.0663 1.1093 3.1555  0.374
H: 2.8266 -0.2537 2.5210  0.412
H: -3.2571 2.8244 -0.9945  0.353
H: -2.0494 3.0987 0.4471  0.401
H: -1.5928 3.1328 -1.1401  0.394
H: 0.0500 -3.4277 -0.1693  0.329
H: 0.3881 -2.0150 0.6945  0.250
H: 1.6291 -2.8246 -0.1774  0.412
H: -2.7336 0.8059 0.3916  0.380
H: -2.2684 0.5928 -1.3561  0.256
H: -1.0853 -1.6082 -1.5123  0.273
H: 1.7827 -1.8246 -2.6418  0.259
H: 2.3378 0.2010 -0.0333  0.314
H: 0.2255 -1.9974 -3.4371  0.286

Calculated values
Multiplicity: 1
Lowest unoccupied orbital energy (alpha / beta) in eV: -4.748 / -4.736
Charge: +1
E_HOMO (alpha / beta) in Ha: -0.397 / -0.398
Orbital gap (alpha / beta) in eV: 6.061 / 6.084

Here is how they stack up, most stable first: version B, version A.

Version A
Computed, not measured: 2 unconnected molecules or ions with the total composition C2H3ClSi, with ωB97M-V with the def2-TZVPD basis set.

Last column: Mulliken charge in e.
Cartesian coordinates (Å):
C: -2.1976 0.2800 0.9120  -0.425
C: -1.1071 0.1659 0.4462  -0.335
Si: 3.8286 -0.3764 -1.0676  0.265
Cl: 3.8308 0.8544 0.5560  -0.169
H: -3.1909 0.5082 1.2308  0.382
H: -0.0744 -0.0672 0.3166  0.378
H: 2.3848 -0.9546 -0.9453  -0.096

Calculated values
Multiplicity: 1
Lowest unoccupied orbital energy in eV: -1.025
Charge: 0
E_HOMO in Ha: -0.333
Orbital gap in eV: 8.032

Version B
Computed, not measured: C2H3ClSi in the gas phase, with ωB97M-V with the def2-TZVPD basis set.

Last column: Mulliken charge in e.
Cartesian coordinates (Å):
C: -0.7207 1.1047 0.1543  -0.315
C: -1.2643 0.6736 -0.9859  -0.089
Si: 0.1412 -0.4014 -0.4446  0.308
Cl: -2.4546 1.3990 -2.0140  -0.146
H: -1.1495 1.9513 0.7647  0.363
H: 1.6022 -0.4959 -0.9463  -0.055
H: -0.3493 -1.7592 -0.1616  -0.065

Calculated values
Multiplicity: 1
Lowest unoccupied orbital energy in eV: 0.571
Charge: 0
E_HOMO in Ha: -0.364
Orbital gap in eV: 10.485

Here is how they stack up, most stable first: version B, version A.

Version A
Computed, not measured: 2 unconnected molecules or ions with the total composition CH5O2P, with ωB97M-V with the def2-TZVPD basis set.

Last column: Mulliken charge in e.
Cartesian coordinates (Å):
C: 1.9111 -0.7826 -0.0778  -0.233
O: -2.8025 -0.2351 -0.1312  -0.551
O: -0.4106 -0.0759 -0.5563  -0.553
P: -1.6370 0.5748 0.1461  0.482
H: 2.5750 -0.5738 0.8428  0.276
H: 2.1122 -0.0379 -0.8676  0.251
H: 1.3987 -1.6669 -0.3303  0.284
H: -1.3723 0.9886 1.4701  0.038
H: -1.7744 1.8088 -0.4959  0.005

Calculated values
Multiplicity: 1
Lowest unoccupied orbital energy (alpha / beta) in eV: -3.167 / -3.165
Charge: 0
E_HOMO (alpha / beta) in Ha: -0.354 / -0.354
Orbital gap (alpha / beta) in eV: 6.474 / 6.476

Version B
Computed, not measured: 2 unconnected molecules or ions with the total composition CH5O2P, with ωB97M-V with the def2-TZVPD basis set.

Last column: Mulliken charge in e.
Cartesian coordinates (Å):
C: 1.7305 -0.2816 0.6187  -1.020
O: -1.6294 -0.4913 -1.5604  -0.301
O: -1.5820 0.0863 -0.2798  -0.168
P: -0.4882 1.3299 -0.0976  0.123
H: 1.4463 -1.0032 -0.1165  0.301
H: 1.5940 -0.5348 1.6176  0.343
H: 2.4935 0.3728 0.0962  0.327
H: -2.3167 -1.2149 -1.4403  0.332
H: -1.2479 1.7368 1.1621  0.064

Calculated values
Multiplicity: 1
Lowest unoccupied orbital energy (alpha / beta) in eV: -0.211 / 0.117
Charge: 0
E_HOMO (alpha / beta) in Ha: -0.306 / -0.288
Orbital gap (alpha / beta) in eV: 8.102 / 7.948

Here is how they stack up, most stable first: version A, version B.